ORCA calculation (ωB97M-V/def2-TZVPD) on a molecular structure, C3H6LiO5Rb in a non-equilibrium geometry.

```
! RIJCOSX wB97M-V def2-TZVPD def2/J DEFGRID3
* xyz 0 1
O -4.759 -0.803 0.522
C -3.580 -1.410 -0.003
C -3.787 -1.992 -1.412
O -2.688 -2.792 -1.803
H -4.463 -0.325 1.300
H -3.218 -2.176 0.685
H -2.781 -0.668 -0.036
H -3.915 -1.180 -2.127
H -4.691 -2.598 -1.441
Li -1.454 -3.278 -0.428
O 0.531 1.485 -1.323
C 0.869 1.512 -0.129
O 0.519 0.534 0.570
O 1.854 2.177 0.251
Rb 2.470 -1.260 -0.986
H -1.868 -2.229 -1.684
*
```

The lowest unoccupied orbital energy (alpha / beta) is -0.848 / -0.666 eV. The calculated total energy is -525.60995 a.u. For the HOMO-LUMO gap (alpha / beta), the calculation gives 8.1 / 4.3 eV. As for the HOMO energy (alpha / beta): -8.94 / -4.96 eV. For the molar mass, the calculation gives 214.485 g mol⁻¹. The value obtained for the energy above the lowest of the compared OMol25 structures with the same formula, charge and spin is 76.48 kcal/mol.

ORCA calculation (ωB97M-V/def2-TZVPD) on a molecular structure, C30H22Cl10N5O7PbS3 in a non-equilibrium geometry.

```
! RIJCOSX wB97M-V def2-TZVPD def2/J DEFGRID3
* xyz 1 1
Pb -0.619 0.444 1.089
Cl -1.583 -1.382 3.726
C -2.890 -0.887 2.703
C -2.709 -0.101 1.610
C -3.817 0.344 0.931
Cl -3.626 1.513 -0.384
C -5.120 0.043 1.346
Cl -6.448 0.634 0.599
C -5.262 -0.982 2.321
Cl -6.741 -1.588 2.812
C -4.170 -1.423 3.052
Cl -4.294 -2.448 4.379
O -1.563 4.413 -0.693
C -1.491 5.173 0.465
C -1.961 6.478 0.408
C -2.036 7.213 1.572
C -1.618 6.701 2.840
C -1.093 5.421 2.837
C -1.017 4.629 1.672
C -0.512 3.245 1.774
O -0.254 2.554 0.645
N -0.341 2.703 2.935
N 0.179 1.438 2.906
C 0.882 1.105 3.929
S 0.957 2.208 5.255
C 1.828 1.086 6.326
C 2.620 0.072 5.499
S 1.640 -0.426 4.049
H -1.243 3.531 -0.448
H -2.335 6.857 -0.511
H -2.319 8.202 1.563
H -1.677 7.321 3.777
H -0.679 4.923 3.724
H 1.151 0.586 6.998
H 2.458 1.661 6.999
H 2.769 -0.912 5.999
H 3.583 0.433 5.103
Cl 4.930 -4.339 -0.370
C 3.555 -3.415 0.042
C 3.580 -2.042 0.174
Cl 4.956 -1.206 -0.260
C 2.386 -1.475 0.542
Cl 2.315 0.323 0.557
C 1.175 -2.119 0.739
O 0.070 -1.572 1.172
C 1.162 -3.509 0.539
Cl -0.399 -4.258 0.763
C 2.327 -4.163 0.135
Cl 2.215 -5.817 -0.209
C 3.767 -4.175 -3.653
C 2.704 -3.707 -4.635
S 1.700 -2.494 -3.955
O 0.785 -3.156 -3.057
O 2.540 -1.422 -3.506
C 0.584 -1.866 -5.222
C -0.753 -1.431 -4.508
N -0.592 -0.532 -3.299
C -0.990 -0.714 -2.045
N -0.607 0.307 -1.235
C 0.089 1.181 -2.021
C 0.097 0.674 -3.279
N 0.706 1.274 -4.394
O 0.421 0.890 -5.523
O 1.547 2.119 -4.146
C -1.762 -1.851 -1.505
H 4.136 -5.134 -4.026
H 3.240 -4.505 -2.736
H 4.585 -3.497 -3.500
H 2.061 -4.489 -5.089
H 3.265 -3.227 -5.448
H 0.341 -2.716 -5.833
H 1.086 -1.042 -5.756
H -1.353 -2.334 -4.205
H -1.266 -0.858 -5.237
H 0.561 2.085 -1.685
H -2.819 -1.811 -1.761
H -1.624 -1.988 -0.447
H -1.368 -2.772 -1.922
*
```

The lowest unoccupied orbital energy is -4.067 eV. The calculated total energy is -7945.83981 a.u. For the HOMO-LUMO gap, the calculation gives 6.6 eV. As for the HOMO energy: -10.70 eV. For the molar mass, the calculation gives 1222.465 g mol⁻¹.

ORCA calculation (ωB97M-V/def2-TZVPD) on C19H18N4O3 in the gas phase.

```
! RIJCOSX wB97M-V def2-TZVPD def2/J DEFGRID3
* xyz 0 1
O -0.284 -0.681 -1.977
C -1.009 -0.033 -1.249
C -0.409 1.066 -0.361
N 0.836 0.540 0.142
C 0.926 -0.671 0.799
O 0.020 -1.354 1.208
N 2.269 -0.926 0.883
N 2.984 0.165 0.386
C 4.373 0.126 0.214
C 5.059 -1.083 0.301
C 6.435 -1.102 0.161
C 7.133 0.071 -0.071
C 6.445 1.269 -0.169
C 5.072 1.307 -0.022
C 2.085 1.063 -0.147
O 2.309 2.104 -0.708
N -2.331 -0.302 -1.116
C -2.797 -1.622 -1.508
C -3.090 -2.394 -0.226
C -4.257 -1.727 0.497
C -4.195 -0.225 0.427
C -5.118 0.531 1.140
C -5.128 1.911 1.070
C -4.217 2.562 0.255
C -3.293 1.830 -0.465
C -3.254 0.440 -0.364
H -1.066 1.318 0.475
H -0.159 1.958 -0.941
H 2.688 -1.523 1.578
H 4.525 -2.008 0.451
H 6.961 -2.042 0.228
H 8.206 0.049 -0.180
H 6.982 2.186 -0.357
H 4.533 2.236 -0.106
H -2.006 -2.094 -2.092
H -3.696 -1.520 -2.123
H -2.194 -2.370 0.398
H -3.326 -3.434 -0.451
H -5.202 -2.045 0.043
H -4.281 -2.041 1.542
H -5.840 0.019 1.759
H -5.852 2.477 1.637
H -4.232 3.638 0.170
H -2.606 2.331 -1.130
*
```

The lowest unoccupied orbital energy is 0.749 eV. The calculated total energy is -1179.63312 a.u. For the HOMO-LUMO gap, the calculation gives 9.2 eV. As for the HOMO energy: -8.44 eV. For the molar mass, the calculation gives 350.378 g mol⁻¹. The value obtained for the energy above the lowest of the compared OMol25 structures with the same formula, charge and spin is 30.70 kcal/mol.

ORCA calculation (ωB97M-V/def2-TZVPD) on C5H11NO in the gas phase.

```
! RIJCOSX wB97M-V def2-TZVPD def2/J DEFGRID3
* xyz 0 1
C 0.610 1.805 1.048
C 0.168 0.359 1.247
C 0.143 -0.457 -0.051
C 0.238 -1.959 0.218
N -1.046 -0.125 -0.828
C -1.021 0.045 -2.175
O -0.020 0.027 -2.865
H 1.635 1.842 0.661
H -0.036 2.324 0.331
H 0.589 2.360 1.992
H 0.837 -0.135 1.961
H -0.834 0.328 1.702
H 0.983 -0.161 -0.688
H 1.218 -2.204 0.644
H -0.529 -2.284 0.932
H 0.116 -2.528 -0.708
H -1.947 -0.188 -0.375
H -2.030 0.220 -2.596
*
```

The lowest unoccupied orbital energy is 0.907 eV. The calculated total energy is -327.12317 a.u. For the HOMO-LUMO gap, the calculation gives 10.6 eV. As for the HOMO energy: -9.72 eV. For the molar mass, the calculation gives 101.149 g mol⁻¹. The value obtained for the energy above the lowest of the compared OMol25 structures with the same formula, charge and spin is 5.13 kcal/mol.

ORCA calculation (ωB97M-V/def2-TZVPD) on 2 unconnected molecules or ions with the total composition C2H4ClN in a non-equilibrium geometry.

```
! RIJCOSX wB97M-V def2-TZVPD def2/J DEFGRID3
* xyz 0 1
C 0.995 0.509 1.139
C -0.680 -0.290 -0.513
N -1.788 -0.904 -0.758
Cl 0.371 0.297 -1.721
H 1.473 1.417 0.593
H 0.392 0.786 1.965
H 1.191 -0.582 1.066
H -1.953 -1.233 -1.771
*
```

The lowest unoccupied orbital energy (alpha / beta) is -0.977 / -0.303 eV. The calculated total energy is -593.38084 a.u. For the HOMO-LUMO gap (alpha / beta), the calculation gives 8.0 / 8.9 eV. As for the HOMO energy (alpha / beta): -9.02 / -9.18 eV. For the molar mass, the calculation gives 77.514 g mol⁻¹. The value obtained for the energy above the lowest of the compared OMol25 structures with the same formula, charge and spin is 100.60 kcal/mol.